DFT (wB97M-V/def2-TZVPD) results for a molecular structure, C15H40B2CuF8O15S5 in a non-equilibrium geometry.

The calculation puts the HOMO energy (spin up / spin down) at -10.79 / -10.79 eV. As for the expectation value of S²: 0.751. The value obtained for the largest force on an atom is 2.145 eV Å⁻¹. The calculation puts the LUMO energy (spin up / spin down) at -0.01214 / -0.15276 Ha. The relative energy (zero: lowest compared OMol25 entry of this formula, charge and spin) comes out at 0.0 kcal per mole.

ORCA input file:
```
! RIJCOSX wB97M-V def2-TZVPD def2/J DEFGRID3
* xyz 0 2
Cu 1.154 -0.293 -1.551
B 2.769 1.075 -3.200
F 3.656 2.135 -3.116
F 2.782 0.430 -4.428
F 3.110 0.115 -2.185
F 1.447 1.445 -2.909
B -1.127 0.462 -0.054
F -0.484 1.194 -1.060
F -2.441 0.173 -0.425
F -0.398 -0.760 0.021
F -1.106 1.070 1.214
O -5.089 4.511 -1.417
S -4.261 4.288 -0.270
O -3.812 5.297 0.648
O -5.059 3.164 0.590
C -4.483 2.739 1.821
C -4.769 1.248 1.980
C -2.816 3.352 -0.801
H -4.843 3.377 2.632
H -3.399 2.877 1.895
H -4.412 0.837 2.925
H -4.275 0.736 1.157
H -5.850 1.099 2.000
H -3.059 2.502 -1.436
H -2.362 2.857 0.057
H -2.190 4.098 -1.283
O 1.869 1.636 -0.137
S 2.024 2.152 1.200
O 1.793 1.295 2.326
O 3.532 2.719 1.324
C 3.996 3.650 0.334
C 5.462 3.414 0.068
C 0.991 3.620 1.335
H 3.835 4.665 0.723
H 3.385 3.584 -0.570
H 5.880 4.162 -0.598
H 5.470 2.475 -0.504
H 6.026 3.189 0.969
H 1.528 4.419 0.828
H 0.944 3.885 2.390
H 0.010 3.380 0.942
O -2.299 -1.489 4.492
S -1.364 -2.466 3.972
O -0.847 -3.535 4.781
O -2.011 -3.118 2.616
C -2.749 -2.259 1.761
C -4.225 -2.591 1.840
C -0.026 -1.620 3.205
H -2.412 -2.292 0.723
H -2.627 -1.200 2.010
H -4.452 -3.599 1.468
H -4.790 -1.996 1.117
H -4.611 -2.577 2.857
H -0.408 -0.826 2.571
H 0.520 -2.360 2.623
H 0.616 -1.261 4.008
O 2.221 -1.147 0.068
S 3.252 -1.793 0.869
O 2.953 -2.908 1.718
O 4.403 -2.231 -0.158
C 5.276 -3.327 0.229
C 6.057 -3.638 -1.017
C 4.143 -0.606 1.874
H 4.723 -4.186 0.599
H 5.929 -2.928 1.008
H 5.397 -3.908 -1.846
H 6.737 -4.491 -0.982
H 6.636 -2.780 -1.361
H 4.991 -1.198 2.205
H 3.478 -0.280 2.667
H 4.420 0.239 1.249
O -2.447 0.343 -3.937
S -1.586 -0.787 -3.802
O -0.534 -0.732 -2.795
O -2.456 -2.117 -3.566
C -2.680 -2.481 -2.176
C -3.934 -3.363 -2.121
C -0.926 -1.200 -5.406
H -2.845 -1.600 -1.559
H -1.811 -3.070 -1.883
H -4.710 -2.979 -2.775
H -4.250 -3.428 -1.079
H -3.669 -4.397 -2.349
H -0.525 -2.214 -5.321
H -0.196 -0.498 -5.788
H -1.791 -1.378 -6.044
*
```